C5H8N | ωB97M-V/def2-TZVPD

Computed properties:
Energy relative to the best compared isomer or geometry (same formula, charge and spin) (kJ/mol): 730.5
E_tot (Ha): -249.54692
Highest occupied orbital energy (spin up / spin down) (eV): -14.39 / -13.21
Molecular weight (g/mol): 82.126
HOMO-LUMO gap (spin up / spin down) (eV): 8.93 / 6.20
Charge: +1

Cartesian coordinates (Å):
N: 0.318 -1.264 -0.114
C: -1.256 0.571 -0.930
C: -0.610 -0.723 -0.771
C: -1.304 0.519 0.655
C: -0.942 -0.974 0.657
C: 2.712 -0.037 -0.020
H: 2.388 0.811 0.552
H: -2.262 0.545 -1.338
H: -1.427 -1.778 1.177
H: -2.282 0.734 1.077
H: -0.659 1.328 -1.434
H: 2.734 0.015 -1.093
H: -0.538 1.149 1.106
H: 3.130 -0.896 0.475



C6H13NO2 | ωB97M-V/def2-TZVPD

Computed properties:
Energy relative to the best compared isomer or geometry (same formula, charge and spin) (kJ/mol): 419.2
E_tot (Ha): -441.52035
Highest occupied orbital energy (eV): -9.33
Molecular weight (g/mol): 131.175
HOMO-LUMO gap (eV): 8.83

Cartesian coordinates (Å):
O: 2.985 -0.022 0.446
O: -1.018 -1.137 -2.206
N: -2.286 0.943 0.356
C: -1.902 0.587 -0.793
C: 0.967 0.231 -0.900
C: 0.998 0.844 1.554
C: -1.184 -0.721 -0.997
C: 1.555 -0.074 0.469
C: -1.259 -1.705 0.132
H: -1.129 -1.227 1.098
H: -0.541 -2.506 -0.024
H: 1.348 -1.113 0.733
H: -0.088 0.785 1.606
H: 1.256 1.882 1.328
H: -2.694 1.877 0.369
H: 1.431 0.584 2.520
H: 3.250 0.887 0.259
H: 1.741 0.167 -1.681
H: 0.514 1.215 -0.995
H: 0.291 -0.548 -1.663
H: -1.974 1.189 -1.706
H: -2.260 -2.139 0.094



C18H24B4F6InN4O9S2 | ωB97M-V/def2-TZVPD

Computed properties:
Energy relative to the best compared isomer or geometry (same formula, charge and spin) (kJ/mol): 119.1
E_tot (Ha): -3282.21639
Highest occupied orbital energy (eV): -5.60
Molecular weight (g/mol): 776.597
HOMO-LUMO gap (eV): 7.83
Charge: -1

Cartesian coordinates (Å):
In: -0.083 -1.164 -1.173
S: 2.933 -0.921 1.442
S: 4.173 -0.829 -0.220
F: -4.600 -0.220 -1.449
F: 3.252 -3.861 0.184
F: 2.075 -5.818 0.261
F: -2.326 0.073 -1.784
F: 2.695 0.135 -2.848
F: 2.265 -2.015 -3.371
O: 1.530 1.271 2.482
O: -3.139 -0.883 0.217
O: 4.395 0.521 -0.623
O: 5.284 -1.651 0.093
O: -3.309 -2.071 -1.953
O: 1.508 -4.212 -1.354
O: 1.769 1.400 0.209
O: 3.324 -1.590 -1.324
O: 1.114 -3.928 1.163
N: 0.158 -3.006 0.957
N: -1.991 -1.552 0.494
N: -2.081 -2.634 -1.894
N: 0.268 -3.684 -1.570
C: 1.885 6.646 -0.405
C: 1.236 2.578 0.670
C: -0.171 7.288 0.827
C: -0.673 -2.878 1.921
C: -0.573 -3.629 3.219
C: 0.998 3.733 -0.028
C: 0.333 4.734 2.058
C: 0.560 4.855 0.686
C: 0.581 3.553 2.764
C: -1.861 -2.016 1.671
C: -0.377 6.067 -1.319
C: -0.424 -5.940 -2.231
C: -3.138 -4.713 -2.634
C: 1.065 2.493 2.043
C: 0.461 6.196 -0.040
C: -0.634 -4.475 -1.996
C: -2.887 -1.818 2.746
C: -1.985 -3.867 -2.186
B: -3.347 -0.763 -1.250
B: 2.691 -1.143 -2.468
B: 2.011 0.653 1.339
B: 1.983 -4.423 0.049
H: 2.375 5.921 -1.058
H: -4.038 -4.106 -2.664
H: -0.411 7.028 -1.838
H: 0.593 -6.197 -1.949
H: -1.490 -4.185 3.420
H: -0.036 5.582 2.618
H: 0.423 7.488 1.720
H: -0.404 -2.942 4.052
H: 0.040 5.329 -2.006
H: -1.114 -6.531 -1.626
H: -2.412 -1.546 3.689
H: -2.945 -5.121 -3.628
H: 1.176 3.756 -1.096
H: 0.258 -4.323 3.160
H: 1.855 7.611 -0.921
H: -3.297 -5.550 -1.951
H: -3.463 -2.732 2.907
H: -1.186 7.017 1.130
H: 0.424 3.494 3.833
H: -0.226 8.215 0.252
H: 2.492 6.756 0.497
H: -3.576 -1.035 2.441
H: -1.399 5.770 -1.077
H: -0.583 -6.189 -3.283



C41H37AsHgN5O5S5 | ωB97M-V/def2-TZVPD

Computed properties:
2S+1: 2
<S²>: 0.777
E_tot (Ha): -6614.64570
Highest occupied orbital energy (spin up / spin down) (eV): -0.48 / -1.64
Molecular weight (g/mol): 1115.624
HOMO-LUMO gap (spin up / spin down) (eV): 3.94 / 5.09
Charge: -2

Cartesian coordinates (Å):
Hg: -0.850 0.874 0.598
As: -1.823 -1.590 -1.592
S: 6.790 0.019 1.073
S: -1.125 2.877 -4.089
S: 1.116 0.697 -1.040
S: 1.576 1.893 -3.706
S: -2.197 1.893 -1.508
O: 0.795 3.160 -5.890
O: 7.826 0.172 2.068
O: 4.940 2.164 4.517
O: 3.191 3.117 5.309
O: 6.469 -1.309 0.603
N: 3.344 0.378 3.066
N: -1.660 2.425 2.288
N: -2.451 1.828 3.165
N: 1.175 0.634 2.711
N: 3.727 2.303 4.597
C: 6.323 0.754 -1.548
C: -1.113 -3.436 -1.689
C: -2.443 4.562 3.223
C: -0.499 -0.997 -4.112
C: 0.435 1.572 -2.399
C: 4.696 -0.084 2.797
C: -1.993 -1.716 2.132
C: -4.445 -2.824 -2.274
C: 0.922 -4.762 -1.773
C: -0.858 4.488 1.397
C: -1.174 -5.832 -1.317
C: -2.867 -0.650 -4.189
C: -1.500 -0.035 -6.076
C: -2.461 0.439 3.097
C: -6.482 -2.366 -1.078
C: -3.108 -0.216 4.166
C: -1.822 -4.603 -1.399
C: 5.297 0.768 1.672
C: 2.900 1.471 3.810
C: -1.562 6.619 2.295
C: 1.553 1.596 3.569
C: -1.674 3.797 2.317
C: -4.438 -1.255 -0.456
C: -1.901 -0.333 2.045
C: -5.801 -1.466 -0.270
C: -5.804 -3.042 -2.087
C: 0.475 2.731 -4.794
C: -3.195 -1.598 4.211
C: 7.198 1.044 -0.328
C: -0.375 -0.472 -5.392
C: -2.378 5.948 3.202
C: -0.825 2.025 -2.569
C: -0.805 5.869 1.390
C: -2.745 -0.123 -5.469
C: 2.243 -0.087 2.435
C: -3.745 -1.940 -1.450
C: 0.275 -3.536 -1.843
C: -2.636 -2.364 3.191
C: 0.197 -5.920 -1.515
C: -1.746 -1.110 -3.498
C: 2.235 -1.256 1.514
H: 0.608 -0.369 -5.837
H: -6.324 -0.927 0.510
H: -3.838 -0.674 -3.717
H: -1.746 -6.724 -1.086
H: -2.980 6.520 3.903
H: -3.905 -0.558 0.180
H: 2.706 -1.007 0.558
H: 1.997 -4.812 -1.899
H: -3.523 0.396 4.962
H: -1.402 0.406 -7.061
H: 0.865 2.343 3.943
H: -3.926 -3.329 -3.080
H: 0.857 -2.632 -1.991
H: 6.261 -0.319 -1.716
H: 5.310 1.138 -1.421
H: 7.105 2.074 0.025
H: 8.253 0.824 -0.501
H: 5.304 -0.014 3.689
H: -3.694 -2.083 5.046
H: 4.641 -1.120 2.476
H: 1.197 -1.517 1.317
H: -3.626 0.249 -5.980
H: 6.748 1.222 -2.436
H: -0.177 6.376 0.665
H: -7.542 -2.541 -0.926
H: 0.699 -6.878 -1.449
H: -3.077 4.035 3.922
H: -2.702 -3.448 3.213
H: 0.396 -1.280 -3.572
H: -1.569 -2.330 1.341
H: 2.751 -2.115 1.947
H: 4.608 0.818 0.824
H: 5.552 1.764 2.033
H: -2.888 -4.557 -1.224
H: -0.287 3.908 0.681
H: -1.519 7.703 2.286
H: -6.334 -3.736 -2.730



C2H3FO2PSn | ωB97M-V/def2-TZVPD

Computed properties:
E_tot (Ha): -883.91591
Highest occupied orbital energy (spin up / spin down) (eV): -2.77 / -2.32
Molecular weight (g/mol): 227.727
HOMO-LUMO gap (spin up / spin down) (eV): 6.17 / 6.13
Charge: -1

Cartesian coordinates (Å):
Sn: 0.763 0.592 0.639
P: 2.944 -0.129 -0.231
F: 2.508 0.405 1.578
O: -0.686 1.612 -0.019
O: -0.175 -1.052 0.395
C: -1.643 0.684 -0.218
C: -1.371 -0.638 -0.092
H: -2.066 -1.402 -0.466
H: 2.382 -1.097 -1.116
H: -2.656 1.026 -0.470



C6H10N | ωB97M-V/def2-TZVPD

Computed properties:
Energy relative to the best compared isomer or geometry (same formula, charge and spin) (kJ/mol): 162.1
E_tot (Ha): -289.02122
Highest occupied orbital energy (eV): -13.27
Molecular weight (g/mol): 96.153
HOMO-LUMO gap (eV): 9.72
Charge: +1

Cartesian coordinates (Å):
N: 1.591 -0.107 -0.296
C: 1.064 1.180 0.189
C: 0.739 -1.224 0.261
C: -0.652 -0.638 0.004
C: -0.748 0.818 0.030
C: -1.758 1.644 -0.027
C: -1.668 -1.482 -0.156
H: 1.345 1.133 1.286
H: 2.532 -0.336 -0.173
H: -1.544 -2.596 -0.062
H: -1.667 2.751 -0.119
H: -2.731 1.295 0.038
H: -2.607 -1.112 -0.439
H: 0.861 -1.317 1.255
H: 1.465 1.916 -0.469
H: 0.797 -2.057 -0.385
H: 1.571 -0.009 -1.288



C4H9N2O | ωB97M-V/def2-TZVPD

Computed properties:
Energy relative to the best compared isomer or geometry (same formula, charge and spin) (kJ/mol): 620.2
E_tot (Ha): -342.12104
Highest occupied orbital energy (spin up / spin down) (eV): -12.16 / -13.00
Molecular weight (g/mol): 101.129
HOMO-LUMO gap (spin up / spin down) (eV): 6.56 / 9.18
Charge: +1

Cartesian coordinates (Å):
O: -1.144 -0.301 -1.579
N: -0.542 -0.512 3.022
N: 0.752 -1.140 -2.692
C: 0.052 0.536 1.978
C: -0.077 -0.197 -2.220
C: 0.400 1.233 -2.028
C: -0.457 0.860 0.875
H: -1.372 0.574 0.375
H: 1.600 -0.970 -3.262
H: 1.440 1.583 -2.121
H: -1.004 -0.053 3.805
H: 0.276 -1.166 3.319
H: 1.048 0.854 2.306
H: -1.130 -1.081 2.492
H: 0.470 -2.133 -2.727
H: -0.312 1.914 -1.542



C55H106As4GeN4ORbSbSi2 | ωB97M-V/def2-TZVPD

Computed properties:
2S+1: 2
<S²>: 0.753
Energy relative to the best compared isomer or geometry (same formula, charge and spin) (kJ/mol): 76.8
E_tot (Ha): -14316.61819
Highest occupied orbital energy (spin up / spin down) (eV): -7.32 / -7.32
Molecular weight (g/mol): 1475.178
HOMO-LUMO gap (spin up / spin down) (eV): 3.81 / 3.81
Charge: +1

Cartesian coordinates (Å):
Sb: 1.539 3.219 -1.672
Rb: 0.451 -0.068 -0.001
As: -0.804 -0.092 -3.803
As: -0.549 -2.623 2.579
As: -5.560 1.906 -4.276
As: -3.037 -1.678 -1.692
Ge: 3.605 -0.487 0.958
Si: -1.546 1.633 4.805
Si: 0.367 3.816 3.409
O: 0.960 -2.055 -1.834
N: 2.739 -2.446 -3.184
N: -6.857 -0.309 2.026
N: -1.823 2.060 1.111
N: -3.249 -0.879 1.378
C: 5.435 -4.119 -0.396
C: -2.049 2.865 2.159
C: 3.872 0.069 2.888
C: -7.253 2.043 -5.250
C: 5.503 -4.937 0.730
C: 5.074 0.553 0.029
C: 5.054 -4.447 1.950
C: -3.047 3.846 2.105
C: 4.710 1.266 -1.089
C: -0.846 -5.104 0.918
C: -1.835 -3.527 3.765
C: -1.888 2.622 6.350
C: -2.545 2.231 -0.005
C: 2.984 -1.021 -3.412
C: 4.902 -2.834 -0.300
C: -0.193 -1.209 -5.301
C: 2.285 4.218 -3.419
C: 0.032 1.539 -4.518
C: 8.707 1.596 0.177
C: 9.153 0.887 1.254
C: -4.257 -1.019 -3.114
C: -3.789 4.008 0.948
C: 7.359 1.491 -0.258
C: -1.750 -3.092 5.228
C: -3.785 -0.513 -4.503
C: -3.536 3.183 -0.145
C: -4.489 -0.137 1.383
C: -0.151 0.458 5.148
C: 1.723 -4.312 -1.969
C: -3.449 -1.701 -5.415
C: 4.444 -2.314 0.921
C: 6.450 0.650 0.450
C: -2.250 -3.301 -2.455
C: 5.615 2.088 -1.815
C: 4.540 -3.152 2.039
C: -5.491 -0.944 2.179
C: -0.997 -3.587 0.913
C: 1.838 2.761 2.974
C: 1.826 -2.902 4.238
C: 6.907 2.207 -1.400
C: -0.154 4.555 -1.537
C: 8.266 0.031 1.951
C: 0.639 4.518 5.115
C: -3.115 0.624 4.521
C: -4.513 -2.612 -0.769
C: 3.719 -3.380 -3.747
C: -4.579 3.186 -5.389
C: 6.960 -0.080 1.562
C: -2.602 0.477 -4.435
C: 2.863 4.248 -0.331
C: 1.087 -3.578 3.077
C: -1.178 2.733 3.351
C: 0.212 5.225 2.202
C: 1.766 -2.849 -2.332
C: -4.987 0.225 -5.143
H: -2.814 -0.883 2.291
H: 5.275 2.623 -2.698
H: 3.238 -4.168 -4.326
H: 10.187 0.970 1.574
H: -1.140 -5.520 -0.053
H: -4.318 -2.357 -5.517
H: -3.216 4.480 2.972
H: -4.758 -0.193 -2.607
H: 4.490 -0.625 3.476
H: 1.625 4.055 -4.274
H: 2.704 -3.483 4.520
H: -2.867 1.288 -3.748
H: 3.162 3.583 0.482
H: 2.151 2.149 3.832
H: 0.986 5.973 2.411
H: 1.107 1.524 -4.340
H: 3.057 -0.821 -4.485
H: -1.675 -4.599 3.680
H: -2.017 -3.293 0.667
H: -5.246 -0.946 3.242
H: 4.872 -2.198 -1.187
H: 9.381 2.251 -0.369
H: 0.820 3.724 5.855
H: -7.558 -0.761 2.597
H: -7.697 3.026 -5.092
H: 2.683 3.399 2.690
H: 5.122 -5.069 2.839
H: 3.681 1.201 -1.433
H: 2.520 -4.507 -1.239
H: 0.762 -4.521 -1.505
H: -0.698 -0.925 -6.222
H: -4.200 -2.923 0.228
H: -1.325 -3.063 -2.979
H: -5.015 -1.791 -3.273
H: 3.759 4.528 -0.891
H: -5.074 4.156 -5.327
H: -2.581 -0.412 0.777
H: -3.857 1.200 3.939
H: 0.347 4.876 1.170
H: -0.349 -2.269 -5.116
H: 2.338 5.286 -3.197
H: 4.371 -2.826 -4.418
H: 2.386 5.145 0.074
H: -2.940 -3.821 -3.119
H: 0.187 -5.406 1.101
H: 3.286 3.852 -3.666
H: -0.364 -0.095 6.071
H: -0.706 4.516 -2.485
H: -7.082 1.899 -6.319
H: -0.796 -3.378 5.670
H: 1.874 -4.977 -2.819
H: 5.821 -4.484 -1.344
H: -2.828 -3.318 3.359
H: -2.463 0.935 -5.421
H: -3.553 3.299 -5.045
H: 4.337 -3.840 -2.972
H: 1.197 -2.808 5.126
H: -2.881 -0.309 3.998
H: -0.764 5.727 2.259
H: 1.632 2.075 2.141
H: 1.531 5.157 5.093
H: -2.312 1.949 7.106
H: 8.629 -0.544 2.796
H: -4.541 4.786 0.885
H: 6.291 -0.745 2.094
H: 0.188 5.581 -1.366
H: -3.563 0.365 5.488
H: -2.318 1.563 -0.836
H: -0.017 -0.258 4.332
H: -7.952 1.286 -4.898
H: 5.917 -5.938 0.660
H: -5.860 -0.433 -5.132
H: 4.358 1.053 2.910
H: -2.000 -3.955 -1.615
H: 2.169 -0.442 -2.992
H: 4.221 -2.782 3.011
H: -2.603 3.439 6.177
H: -6.818 0.672 2.289
H: 1.728 -3.590 2.192
H: -0.154 1.612 -5.592
H: -4.820 -3.486 -1.347
H: 0.878 -1.039 -5.419
H: -4.420 0.878 1.806
H: -0.976 3.065 6.771
H: -1.851 -2.010 5.339
H: -4.772 0.453 -6.192
H: -0.210 5.124 5.463
H: 0.827 -4.609 3.317
H: 7.609 2.842 -1.934
H: 2.900 0.162 3.388
H: -1.475 -5.579 1.672
H: -5.543 -1.966 1.811
H: 0.802 0.991 5.286
H: 3.913 -0.704 -2.935
H: -2.625 -2.293 -5.022
H: -2.533 -3.568 5.818
H: 2.160 -1.899 3.962
H: -0.357 -3.150 0.137
H: -0.388 2.417 -4.022
H: -4.575 2.857 -6.430
H: -4.839 -0.038 0.347
H: -3.171 -1.356 -6.416
H: -0.829 4.257 -0.729
H: -4.079 3.280 -1.077
H: -5.368 -1.933 -0.687
H: -7.157 -0.349 1.058



C15H19N3O2S | ωB97M-V/def2-TZVPD

Computed properties:
Energy relative to the best compared isomer or geometry (same formula, charge and spin) (kJ/mol): 188.3
E_tot (Ha): -1295.91119
Highest occupied orbital energy (eV): -9.00
Molecular weight (g/mol): 305.403
HOMO-LUMO gap (eV): 9.39

Cartesian coordinates (Å):
S: -2.417 2.125 1.189
O: 2.411 2.861 0.699
O: -4.913 -1.473 0.547
N: -2.395 0.774 -0.976
N: 0.241 2.362 0.694
N: -1.132 1.141 -0.802
C: -2.701 -2.424 -0.025
C: -3.210 1.169 -0.071
C: -0.936 1.844 0.259
C: 3.725 0.163 -0.536
C: 4.798 -1.742 1.189
C: 1.646 1.434 -1.092
C: -5.016 -0.534 -0.492
C: 3.452 -1.187 -0.716
C: 3.114 1.183 -1.458
C: 1.519 2.266 0.150
C: 5.073 -0.398 1.377
C: -3.612 -1.774 1.012
C: 3.985 -2.135 0.139
C: -4.668 0.907 -0.063
C: 4.540 0.548 0.519
H: 5.215 -2.481 1.857
H: 0.199 2.924 1.536
H: 5.706 -0.086 2.195
H: -4.397 -0.809 -1.353
H: 1.131 1.964 -1.896
H: -3.787 -2.464 1.841
H: 1.117 0.491 -0.947
H: -3.131 -0.871 1.415
H: -5.077 1.098 0.931
H: -3.220 -3.247 -0.510
H: 4.748 1.596 0.674
H: -2.389 -1.706 -0.780
H: -5.144 1.594 -0.769
H: 3.160 0.822 -2.487
H: -1.814 -2.809 0.471
H: 2.820 -1.499 -1.537
H: -6.069 -0.569 -0.782
H: 3.663 2.123 -1.389
H: 3.767 -3.182 -0.014



C13H17N3O5 | ωB97M-V/def2-TZVPD

Computed properties:
Energy relative to the best compared isomer or geometry (same formula, charge and spin) (kJ/mol): 793.0
E_tot (Ha): -1045.84363
Highest occupied orbital energy (eV): -9.03
Molecular weight (g/mol): 295.295
HOMO-LUMO gap (eV): 9.16

Cartesian coordinates (Å):
O: -3.470 -0.079 -0.256
O: -0.344 4.174 -0.104
O: 4.861 -2.455 0.427
O: -2.168 2.885 0.276
O: -1.582 -0.383 1.642
N: -0.373 -2.717 -0.393
N: -0.832 0.564 -0.416
N: -5.348 -1.413 0.104
C: 2.530 1.076 -0.560
C: -1.468 -1.800 -0.608
C: -0.843 3.058 0.170
C: -3.942 -1.231 -0.073
C: -1.226 -0.503 0.350
C: 3.173 0.902 0.745
C: -2.929 -2.366 -0.082
C: 2.665 -0.128 -1.269
C: 3.458 -1.178 -0.890
C: 3.911 -0.171 1.106
C: 4.128 -1.253 0.331
C: 0.122 1.774 0.153
C: 1.460 2.102 -0.770
H: -0.281 -2.764 0.630
H: -5.878 -0.560 0.705
H: 1.138 2.222 -1.855
H: 4.553 -0.294 2.000
H: 3.273 1.760 1.417
H: -0.205 0.451 -1.622
H: -2.768 -2.740 1.053
H: 0.397 -2.356 -0.878
H: 5.608 -2.176 1.095
H: -2.121 1.836 -0.146
H: -5.685 -2.317 0.347
H: 3.694 -2.127 -1.542
H: 1.887 3.122 -0.583
H: -1.607 -1.876 -1.690
H: 2.120 -0.084 -2.151
H: 0.331 1.422 1.251
H: -3.178 -3.389 -0.590